#1
Formula: C2H6N2S
Source: the Open Molecules 2025 dataset
Level of theory: ωB97M-V/def2-TZVPD

The calculation puts the lowest unoccupied orbital energy at 0.6 eV.

Structure (XYZ):
```
11
C2H6N2S ωB97M-V/def2-TZVPD
C -0.08153 0.19468 0.25879
C 1.24006 -0.45321 0.05684
N 1.27930 0.57435 0.83313
N 1.91548 1.37795 1.54937
S -3.46205 -0.22835 -0.48243
H -0.53141 0.91463 -0.47549
H -0.65360 0.07010 1.14800
H 1.76772 -0.94736 -0.67871
H -4.52327 -1.19656 -0.49227
H 1.33301 2.04696 1.97691
H -3.29876 -0.24599 -1.75247
```

These are the Löwdin partial charges, in e, on atoms 1 to 6: atom 1 (C): -0.080, atom 2 (C): -0.035, atom 3 (N): -0.271, atom 4 (N): 0.087, atom 5 (S): 0.471, atom 6 (H): 0.089



#2
Formula: C2H6N2S
Source: the Open Molecules 2025 dataset
Level of theory: ωB97M-V/def2-TZVPD

Its SMILES is C=[NH+][S-].C=N. The calculation puts the lowest unoccupied orbital energy (spin up / spin down) at 0.2 / 0.2 eV.

Structure (XYZ):
```
11
C2H6N2S ωB97M-V/def2-TZVPD
C -2.52390 -1.03989 -0.75594
N -1.69234 0.00040 -0.58076
S -1.97516 1.58114 -0.78862
H -3.44553 -0.95057 -1.31811
H -2.14102 -2.00660 -0.72872
H -0.77301 -0.22871 -0.30335
C 1.45105 1.36031 0.14037
N 1.25582 0.19981 -0.15942
H 2.32939 1.90185 0.35145
H 0.64005 2.04669 0.26339
H 2.00109 -0.48242 -0.27205
```

These are the Löwdin partial charges, in e, on atoms 1 to 6: atom 1 (C): -0.030, atom 2 (N): -0.605, atom 3 (S): 0.499, atom 4 (H): 0.070, atom 5 (H): 0.044, atom 6 (H): -0.002



#3
Formula: C2H6N2S
Source: the Open Molecules 2025 dataset
Level of theory: ωB97M-V/def2-TZVPD

The calculation puts the lowest unoccupied orbital energy at 0.9 eV.

Structure (XYZ):
```
11
C2H6N2S ωB97M-V/def2-TZVPD
C 2.07256 0.78775 0.10647
C -0.21416 -0.86209 0.04598
H 3.27892 0.79783 -0.05083
H 1.54755 1.43728 -0.71698
H 1.80399 0.88245 1.09864
H -0.60782 -1.93336 0.01484
H -3.03771 -1.06122 0.28397
H -2.91178 0.57584 -0.78636
N -1.01567 0.11964 -0.15463
N -2.45866 0.08685 0.19824
S 1.54279 -0.83098 -0.03935
```

These are the Löwdin partial charges, in e, on atoms 1 to 6: atom 1 (C): -0.483, atom 2 (C): -0.560, atom 3 (H): 0.105, atom 4 (H): 0.082, atom 5 (H): -0.021, atom 6 (H): 0.081



#4
Formula: C2H6N2S
Source: the Open Molecules 2025 dataset
Level of theory: ωB97M-V/def2-TZVPD

Its SMILES is [H]/N=C/N(C)S. The calculation puts the lowest unoccupied orbital energy at 0.7 eV.

Structure (XYZ):
```
11
C2H6N2S ωB97M-V/def2-TZVPD
H -2.06948 -1.86497 -0.58036
N -1.78269 -0.90815 -0.33233
C -0.51634 -0.91175 -0.58434
N 0.34398 0.08616 -0.56318
C 1.57273 -0.54170 -0.27061
S 0.02490 1.24540 0.78576
H -0.17129 -1.75957 -1.26651
H 1.77213 -1.24744 -1.11728
H 2.40525 0.23539 -0.55137
H 1.63383 -1.08910 0.62912
H -0.23620 0.27388 1.71249
```

These are the Löwdin partial charges, in e, on atoms 1 to 6: atom 1 (H): 0.041, atom 2 (N): 0.081, atom 3 (C): -0.485, atom 4 (N): -0.466, atom 5 (C): -0.244, atom 6 (S): 0.763



Which of them is the most stable? Correct choice: #4.



#1
Formula: C2H14NO5
Source: the Open Molecules 2025 dataset
Level of theory: ωB97M-V/def2-TZVPD

The calculation puts the lowest unoccupied orbital energy at 3.8 eV. As for the charge: -1.

Structure (XYZ):
```
22
C2H14NO5 ωB97M-V/def2-TZVPD
C -0.74114 1.33410 -1.03498
O -1.80706 0.80438 -0.26161
C 0.61139 0.68747 -0.77630
N 0.95265 0.76312 0.66015
H -0.97719 1.00643 -2.11527
H -0.73773 2.39441 -0.78302
H 0.58699 -0.33302 -1.16636
H 1.37405 1.20698 -1.39676
H 0.12464 0.62127 1.23114
H 1.53488 -0.03196 0.89886
H -0.74729 -3.03973 -2.04378
H -0.27394 -2.38488 -0.70348
O 0.02626 -2.72615 -1.58191
H 1.09806 2.67885 1.13444
H 0.69030 4.10555 0.73880
O 1.11795 3.61291 1.44277
H -0.02708 -2.03645 1.47787
H 1.35863 -2.76105 1.24367
O 0.94445 -2.06082 1.75339
H -2.21564 -2.01260 0.72319
H -1.56822 -0.14675 -0.00480
O -1.32497 -1.68205 0.56400
```

These are the Löwdin partial charges, in e, on atoms 1 to 6: atom 1 (C): -0.295, atom 2 (O): -0.148, atom 3 (C): -0.263, atom 4 (N): -0.003, atom 5 (H): 0.125, atom 6 (H): 0.092



#2
Formula: C2H14NO5
Source: the Open Molecules 2025 dataset
Level of theory: ωB97M-V/def2-TZVPD

The calculation puts the lowest unoccupied orbital energy at 3.7 eV. As for the charge: -1.

Structure (XYZ):
```
22
C2H14NO5 ωB97M-V/def2-TZVPD
C 1.08106 0.67793 1.15860
O 1.09474 2.04108 1.17344
C -0.35476 -0.00486 1.34360
N -0.29993 -1.06632 2.30717
H 1.63157 0.17122 0.22393
H 1.81945 0.40892 2.07090
H -1.08817 0.67822 1.74370
H -0.89209 -0.25374 0.40747
H 0.38295 -1.82901 2.08269
H 0.04990 -0.69152 3.18913
H 0.12830 0.56076 -2.11342
H -1.02706 -0.88798 -1.92769
O -0.01765 -0.68011 -2.03595
H 0.58503 -3.31817 -0.04714
H -0.11920 -3.10341 -1.38966
O 0.47787 -3.67923 -0.89529
H -2.08031 2.35220 -0.69331
H -1.15844 1.15728 -1.23270
O -2.01509 1.42733 -0.84874
H 0.90067 1.91666 -2.61766
H 0.68050 2.36359 0.19760
O 0.22066 1.75915 -2.09669
```

These are the Löwdin partial charges, in e, on atoms 1 to 6: atom 1 (C): -0.337, atom 2 (O): -0.156, atom 3 (C): -0.289, atom 4 (N): -0.053, atom 5 (H): 0.134, atom 6 (H): 0.126



Which of them is the most stable? Correct choice: #1.



#1
Formula: C5H7NS
Source: the Open Molecules 2025 dataset
Level of theory: ωB97M-V/def2-TZVPD

Its SMILES is C=C1CCC(=S)N1. The calculation puts the lowest unoccupied orbital energy at 0.3 eV.

Structure (XYZ):
```
14
C5H7NS ωB97M-V/def2-TZVPD
C 1.59446 2.22967 -0.80922
C 0.96676 1.05506 -0.57337
C 0.98987 -0.15184 -1.52710
C 0.06071 -1.15325 -0.81219
C -0.58338 -0.48090 0.33998
S -1.57302 -1.05556 1.50947
N 0.08977 0.72234 0.39254
H 2.08088 2.47446 -1.76075
H 1.66880 2.97252 -0.01854
H 0.70503 0.15625 -2.55394
H 1.97923 -0.57080 -1.58232
H -0.64667 -1.51044 -1.50788
H 0.63010 -1.99537 -0.39231
H -0.04792 1.31349 1.20787
```

These are the Löwdin partial charges, in e, on atoms 1 to 6: atom 1 (C): 0.045, atom 2 (C): -0.354, atom 3 (C): -0.097, atom 4 (C): -0.180, atom 5 (C): -0.823, atom 6 (S): 0.644



#2
Formula: C5H7NS
Source: the Open Molecules 2025 dataset
Level of theory: ωB97M-V/def2-TZVPD

Its SMILES is C[C@H]1CC=NC1=S. The calculation puts the lowest unoccupied orbital energy at -0.7 eV.

Structure (XYZ):
```
14
C5H7NS ωB97M-V/def2-TZVPD
C -0.28035 1.67553 -0.28007
C -0.01638 0.31847 0.44389
C -0.91749 -0.85909 0.16703
C 0.11354 -1.95083 -0.12741
N 1.30243 -1.50435 -0.40902
C 1.40413 -0.18598 -0.18776
S 2.78730 0.66480 -0.17341
H 0.44950 2.35595 -0.05176
H -1.11243 2.12741 0.29053
H -0.40798 1.70911 -1.30278
H 0.02864 0.51892 1.48391
H -1.67587 -0.91589 -0.63174
H -1.66884 -0.98160 1.00967
H -0.00620 -2.97245 -0.23107
```

These are the Löwdin partial charges, in e, on atoms 1 to 6: atom 1 (C): -0.079, atom 2 (C): -0.305, atom 3 (C): -0.136, atom 4 (C): -0.045, atom 5 (N): 0.026, atom 6 (C): -0.819



#3
Formula: C5H7NS
Source: the Open Molecules 2025 dataset
Level of theory: ωB97M-V/def2-TZVPD

Its SMILES is SN=C1CC=CC1. The calculation puts the lowest unoccupied orbital energy at 0.9 eV.

Structure (XYZ):
```
14
C5H7NS ωB97M-V/def2-TZVPD
S 2.81853 -0.27726 -0.05652
N 1.60665 1.04720 -0.15439
C 0.45094 0.42037 -0.16221
C 0.14519 -0.93195 0.00844
C -1.37389 -1.04701 -0.16638
C -1.89530 0.12633 -0.23670
C -0.84929 1.21576 0.09974
H 3.97311 0.40243 -0.23470
H 0.74292 -1.64160 -0.65642
H 0.71665 -1.19197 1.02185
H -1.80060 -2.09483 0.23839
H -3.06193 0.21788 -0.22865
H -0.94632 1.56160 1.10738
H -0.52667 2.19305 -0.57985
```

These are the Löwdin partial charges, in e, on atoms 1 to 6: atom 1 (S): 0.718, atom 2 (N): -0.227, atom 3 (C): -0.536, atom 4 (C): -0.272, atom 5 (C): -0.119, atom 6 (C): -0.120



Which of them is the most stable? Correct choice: #1.



#1
Formula: C2H10O3
Source: the Open Molecules 2025 dataset
Level of theory: ωB97M-V/def2-TZVPD

Its SMILES is CO.CO.O. The calculation puts the lowest unoccupied orbital energy at 0.6 eV.

Structure (XYZ):
```
15
C2H10O3 ωB97M-V/def2-TZVPD
C 0.78038 2.05500 2.42076
O 1.42390 1.89264 1.14264
H 1.46905 2.28464 3.23384
H 0.28743 3.02126 2.52783
H 0.29463 1.13305 2.74035
H 0.81935 2.12594 0.43433
C -1.53256 -0.87202 -2.46710
O -2.05866 -0.58549 -1.19158
H -0.54459 -0.43136 -2.60067
H -1.46229 -1.95971 -2.45920
H -2.18367 -0.43911 -3.22653
H -2.98035 -0.32399 -1.25237
O 1.89030 -3.02416 0.22901
H 2.59841 -2.45081 0.52241
H 1.19866 -2.42589 -0.05372
```

These are the Löwdin partial charges, in e, on atoms 1 to 6: atom 1 (C): -0.159, atom 2 (O): -0.127, atom 3 (H): 0.067, atom 4 (H): 0.075, atom 5 (H): 0.077, atom 6 (H): 0.067



#2
Formula: C2H10O3
Source: the Open Molecules 2025 dataset
Level of theory: ωB97M-V/def2-TZVPD

Its SMILES is C=C.O.O.O. The calculation puts the lowest unoccupied orbital energy at 0.7 eV.

Structure (XYZ):
```
15
C2H10O3 ωB97M-V/def2-TZVPD
C -1.27198 1.09528 -0.93836
C -1.60224 1.24956 -2.20784
H -1.50221 0.21480 -0.35975
H -0.93984 1.93051 -0.33189
H -1.97469 0.41499 -2.78784
H -1.42953 2.15621 -2.76304
O 1.23404 -1.57472 1.00263
H 2.12471 -1.85606 1.23487
H 1.37546 -0.78012 0.46574
O -1.30914 -0.93930 2.20971
H -1.75532 -1.66707 2.66000
H -0.67040 -1.38237 1.62987
O 2.27903 0.60938 -0.69236
H 2.53912 1.36564 -0.15496
H 1.38336 0.78671 -1.00840
```

These are the Löwdin partial charges, in e, on atoms 1 to 6: atom 1 (C): -0.090, atom 2 (C): -0.064, atom 3 (H): 0.040, atom 4 (H): 0.056, atom 5 (H): 0.049, atom 6 (H): 0.045



Which of them is the most stable? Correct choice: #2.



#1
Formula: C7H9NOS
Source: the Open Molecules 2025 dataset
Level of theory: ωB97M-V/def2-TZVPD

Its SMILES is CC(C)=CS/C=C\N=C=O. The calculation puts the lowest unoccupied orbital energy at 0.7 eV.

Structure (XYZ):
```
19
C7H9NOS ωB97M-V/def2-TZVPD
C -2.27434 0.77752 0.80141
C -1.40581 -0.23626 0.13033
C -2.29712 -1.27687 -0.75634
C -0.13386 -0.35436 0.25349
S 0.81621 -1.59934 -0.47525
C 2.47674 -1.19064 -0.13529
C 2.98422 -0.00508 0.07567
N 2.36431 1.20106 -0.08804
C 2.37089 2.37007 -0.36118
O 2.36184 3.51437 -0.62757
H -1.83538 1.36967 1.63113
H -3.18328 0.28239 1.23036
H -2.50839 1.49047 0.06931
H -1.54783 -1.98899 -1.09267
H -2.65311 -0.86830 -1.78681
H -3.08805 -1.72891 -0.24011
H 0.42896 0.18386 1.01813
H 3.09975 -2.08470 0.18478
H 4.02425 0.14405 0.16864
```

These are the Löwdin partial charges, in e, on atoms 1 to 6: atom 1 (C): -0.077, atom 2 (C): -0.390, atom 3 (C): -0.042, atom 4 (C): -0.449, atom 5 (S): 0.952, atom 6 (C): -0.434



#2
Formula: C7H9NOS
Source: the Open Molecules 2025 dataset
Level of theory: ωB97M-V/def2-TZVPD

The calculation puts the lowest unoccupied orbital energy at 0.7 eV.

Structure (XYZ):
```
19
C7H9NOS ωB97M-V/def2-TZVPD
C -0.20481 0.98815 -1.79779
C 0.14655 0.44498 -0.63169
C 1.42862 1.05186 -0.29545
C -1.02047 -0.50444 1.77480
C -0.90656 -0.84577 0.33240
C 2.48279 0.66250 0.65858
C -2.05724 -1.43412 -0.46121
N 1.70854 1.89032 -1.21071
O 0.71054 1.92621 -2.17566
S 0.04870 -1.95736 1.34250
H -0.98092 0.79096 -2.51173
H -0.52688 0.37864 2.29666
H -1.88813 -0.89229 2.38232
H 2.24844 0.91664 1.62269
H 2.78859 -0.33980 0.46151
H 3.30166 1.34679 0.53303
H -2.65217 -2.16394 0.03791
H -1.88779 -1.73175 -1.58665
H -2.73945 -0.52757 -0.77153
```

These are the Löwdin partial charges, in e, on atoms 1 to 6: atom 1 (C): -0.106, atom 2 (C): -0.009, atom 3 (C): -0.333, atom 4 (C): -0.370, atom 5 (C): -0.690, atom 6 (C): -0.025



Which of them is the most stable? Correct choice: #1.



#1
Formula: CH5N3
Source: the Open Molecules 2025 dataset
Level of theory: ωB97M-V/def2-TZVPD

Its SMILES is NN1CN1. The calculation puts the lowest unoccupied orbital energy at 1.2 eV.

Structure (XYZ):
```
9
CH5N3 ωB97M-V/def2-TZVPD
N 1.28004 0.19408 -0.50876
N 0.09145 0.77717 -0.09933
C -1.15996 -0.07663 -0.23857
N -0.56829 0.20939 1.02318
H 1.45933 -0.74356 -0.14191
H 2.05168 0.82134 -0.30866
H -0.98051 -1.02779 -0.73204
H -2.09269 0.42514 -0.45504
H -0.08104 -0.57913 1.46112
```

These are the Löwdin partial charges, in e, on atoms 1 to 6: atom 1 (N): -0.012, atom 2 (N): -0.200, atom 3 (C): -0.160, atom 4 (N): -0.043, atom 5 (H): 0.071, atom 6 (H): 0.074



#2
Formula: CH5N3
Source: the Open Molecules 2025 dataset
Level of theory: ωB97M-V/def2-TZVPD

The calculation puts the lowest unoccupied orbital energy at 1.2 eV.

Structure (XYZ):
```
9
CH5N3 ωB97M-V/def2-TZVPD
C 0.82290 -0.62536 -0.26823
N 0.82200 -1.76162 -0.80407
N -1.94304 -0.10579 -0.31571
N -2.24728 0.63211 0.46227
H 0.03448 2.03097 1.01690
H 0.18827 0.23558 -0.55150
H 1.36118 -0.53463 0.69070
H 0.69650 1.65196 1.38303
H 0.26500 -1.52323 -1.61340
```

These are the Löwdin partial charges, in e, on atoms 1 to 6: atom 1 (C): -0.237, atom 2 (N): 0.034, atom 3 (N): 0.031, atom 4 (N): 0.049, atom 5 (H): 0.030, atom 6 (H): -0.009



Which of them is the most stable? Correct choice: #2.